Molecular formula: C36H113BrN9O16
Method: DFT, wB97M-V/def2-TZVPD

LUMO level	1.9680	eV
Kohn-Sham gap	8.73	eV
E_tot	-155376.9163	eV
net charge	-1

Last column: Löwdin charge in e.
Element x y z (Å)
Br -10.159420 -24.400628 10.400753  0.16
O -10.224657 -28.828300 8.073604  -0.18
O -14.057258 -20.965115 5.253721  -0.18
O -6.825704 -24.397954 16.884960  -0.21
O -11.131154 -25.974190 13.160922  -0.09
O -4.522952 -18.382999 12.216731  -0.19
O -13.519651 -19.114760 10.256230  -0.08
O -4.414892 -24.315164 10.169610  -0.20
O -15.378647 -25.035966 7.384505  -0.06
O -15.283625 -23.905840 12.758653  -0.18
O -3.970172 -28.556964 10.140882  -0.17
O -8.681840 -20.329440 8.545664  -0.14
O -11.333148 -21.139908 9.561348  -0.13
O -10.339679 -20.096095 13.411899  -0.18
O -8.219830 -27.890216 14.942114  -0.05
O -10.450841 -23.754487 5.696095  -0.18
O -13.182417 -23.719677 8.964021  -0.08
N -4.356031 -26.642581 7.629659  0.05
N -6.236765 -23.059018 14.233987  0.02
N -14.718856 -18.150276 7.516986  0.02
N -7.189818 -20.696947 12.580030  0.04
N -7.522098 -22.278877 9.897634  0.02
N -9.360030 -18.818954 11.030387  0.05
N -7.612436 -26.454775 9.087304  0.03
N -14.691963 -21.587583 10.871329  0.07
N -12.254733 -25.960483 4.843919  0.05
C -4.504156 -29.612329 10.950217  -0.09
C -8.449153 -23.896346 13.475486  -0.09
C -3.487657 -27.773772 7.904122  -0.45
C -8.450320 -28.378587 10.470340  -0.06
C -5.276871 -21.842482 8.800250  -0.04
C -5.073214 -19.647533 12.636575  -0.20
C -11.038809 -16.999986 11.378630  -0.03
C -5.587906 -23.616616 10.623945  -0.21
C -3.986715 -25.184123 11.216989  -0.10
C -7.367009 -23.491138 17.802351  -0.13
C -12.513742 -18.518974 6.380865  -0.03
C -11.222869 -20.701498 14.412937  -0.04
C -9.987401 -22.734765 6.507199  -0.12
C -7.594818 -23.476232 14.674860  -0.39
C -14.992397 -21.124681 13.223663  -0.06
C -14.222714 -20.353940 6.495718  -0.27
C -8.171405 -27.804804 9.054986  -0.43
C -9.411953 -27.668784 8.113295  -0.20
C -14.030139 -18.872221 6.423704  -0.43
C -7.512843 -24.697859 15.677973  -0.18
C -14.144245 -21.875567 12.199148  -0.42
C -2.065803 -27.294593 8.303961  -0.04
C -6.520385 -19.429252 13.026884  -0.38
C -15.348682 -25.294280 12.793618  -0.14
C -10.831664 -26.038449 5.271818  -0.44
C -6.523047 -19.125998 14.544644  -0.05
C -13.991591 -22.378220 5.439913  -0.08
C -11.034399 -19.082844 12.751878  -0.25
C -9.930998 -26.022674 4.073172  -0.05
C -10.453011 -25.030646 6.275302  -0.25
C -9.763937 -29.864986 7.293390  -0.14
C -6.257241 -22.858904 9.498428  -0.42
C -4.114628 -28.816777 8.777225  -0.26
C -4.911414 -18.024633 10.904079  -0.11
C -14.014404 -23.318827 12.549487  -0.22
C -10.076412 -18.112739 12.043957  -0.39
H -14.553645 -18.683679 8.374693  0.03
H -4.640380 -16.961048 10.946884  0.09
H -8.591142 -19.512549 9.063381  0.00
H -1.469941 -28.146412 8.772582  0.10
H -11.520721 -21.685865 14.165694  0.06
H -14.710495 -24.469290 7.759207  -0.03
H -9.516025 -23.913283 13.655437  0.05
H -7.448578 -28.517005 8.628509  0.11
H -11.833098 -17.459621 10.810936  0.04
H -16.048767 -21.378812 13.178654  0.08
H -13.094149 -21.493551 12.308421  0.13
H -11.056807 -24.945036 7.147650  0.10
H -10.630683 -20.681115 15.296624  0.08
H -13.982589 -19.955591 10.362642  -0.02
H -11.405565 -16.282088 12.140052  0.08
H -5.785364 -23.887988 13.720919  0.10
H -6.354517 -24.349243 11.040479  0.13
H -4.838455 -25.725920 11.525909  0.06
H -5.306998 -22.786756 11.388317  0.14
H -5.652079 -18.538994 14.800217  0.07
H -9.438907 -29.485700 6.347154  0.08
H -10.465841 -16.392318 10.644220  0.08
H -4.466027 -20.152115 13.366185  0.12
H -12.004832 -19.283746 5.802183  0.07
H -8.966894 -30.429255 7.716322  0.07
H -5.133894 -20.306831 11.767548  0.09
H -13.885288 -22.781229 4.465715  0.08
H -6.938826 -25.532357 15.216913  0.12
H -5.511927 -29.900037 10.660496  0.08
H -3.411737 -28.384684 6.979381  0.13
H -5.116615 -28.918906 8.416303  0.10
H -14.836797 -20.076702 13.227416  0.06
H -8.275716 -24.939394 13.203008  0.07
H -12.852497 -25.930448 5.690142  0.07
H -11.567546 -18.441842 13.459378  0.12
H -6.636833 -23.280582 18.637823  0.10
H -11.805062 -19.493611 12.075561  0.11
H -15.545524 -22.086501 10.762883  0.09
H -10.034029 -19.027592 10.331026  0.04
H -3.543247 -24.594912 12.042533  0.10
H -14.111113 -22.048343 10.190692  0.05
H -7.024405 -18.515747 12.600685  0.13
H -5.352379 -26.776151 7.510649  0.05
H -4.360416 -18.483765 10.072678  0.08
H -8.994768 -22.901536 6.854229  0.07
H -15.125393 -25.279934 6.490755  0.02
H -7.680125 -22.566511 17.270125  0.08
H -15.100782 -25.766982 13.790565  0.09
H -9.842655 -27.002286 3.573048  0.08
H -8.212956 -25.872395 9.694680  -0.05
H -6.711652 -26.408602 9.587548  0.06
H -15.753522 -18.178648 7.418660  0.08
H -6.780352 -21.563145 12.912305  0.02
H -8.079321 -28.629480 15.540296  0.03
H -14.714786 -25.827723 12.038188  0.09
H -14.562703 -18.478903 5.560158  0.13
H -16.436784 -25.671820 12.643833  0.11
H -10.540874 -22.599340 7.415896  0.05
H -13.421318 -23.473112 13.479921  0.13
H -13.033886 -22.563481 5.970009  0.09
H -10.625844 -30.546155 7.118488  0.10
H -9.272160 -27.772993 10.948998  0.08
H -5.616251 -22.769587 15.018046  0.09
H -14.653654 -21.357351 14.272379  0.09
H -12.600208 -19.377033 10.180852  -0.02
H -12.619921 -24.317745 9.428631  -0.07
H -12.140332 -20.161912 14.527324  0.07
H -7.404381 -18.524044 14.743381  0.06
H -5.964041 -18.192295 10.744229  0.07
H -8.490995 -25.123753 15.902956  0.12
H -13.401409 -23.820277 11.749485  0.12
H -8.644065 -29.482009 10.521015  0.08
H -14.884043 -22.618619 5.961031  0.07
H -9.993126 -21.772687 5.943914  0.11
H -8.343266 -23.265277 12.567517  0.04
H -3.915369 -30.486330 10.851592  0.07
H -4.187529 -25.759928 8.153330  0.07
H -10.576202 -20.932984 8.873736  0.07
H -9.948760 -26.847080 8.564901  0.08
H -12.357718 -17.570307 5.925510  0.06
H -7.512152 -28.099196 11.099108  0.09
H -10.248108 -25.265386 3.370130  0.07
H -9.032287 -28.063219 14.474122  0.03
H -13.475106 -20.786735 7.230148  0.13
H -8.957924 -19.699690 11.362053  0.05
H -12.122998 -18.587469 7.416992  0.08
H -5.668158 -21.284332 7.933278  0.08
H -15.243015 -20.619404 6.911968  0.14
H -1.567035 -26.742340 7.495148  0.08
H -3.244154 -25.861646 10.805402  0.06
H -2.279556 -26.565543 9.117967  0.05
H -4.424492 -22.458921 8.449365  0.07
H -7.968137 -22.620758 15.215863  0.10
H -8.212878 -21.094456 9.043067  0.00
H -6.500799 -23.493115 8.598671  0.15
H -9.431384 -25.225726 6.677936  0.13
H -8.130115 -20.637351 12.957631  0.05
H -10.651649 -25.415411 12.556606  -0.14
H -6.411232 -20.023994 15.138281  0.06
H -9.100717 -27.432428 7.098201  0.10
H -11.999262 -26.024610 12.855709  -0.03
H -8.252333 -23.860633 18.310673  0.07
H -7.449535 -21.647648 10.733128  0.07
H -12.400687 -25.062210 4.369830  0.06
H -4.918769 -21.132313 9.571255  0.06
H -12.608169 -22.957115 8.855359  -0.01
H -4.595866 -29.337075 11.997185  0.09
H -3.626280 -29.801171 8.566756  0.13
H -9.373027 -17.617889 12.731802  0.13
H -10.723388 -26.964330 5.875677  0.13
H -10.915795 -21.819212 10.088416  -0.06
H -8.228442 -22.955591 10.081258  -0.08
H -8.982505 -25.655003 4.442322  0.08

Force components x, y, z for each atom (eV/Å):
-0.3134 0.0697 0.0126
-0.7202 0.9298 1.0814
0.2140 0.0946 -0.4295
0.9983 -0.3661 0.1971
1.8417 -0.5758 1.8713
0.7081 -1.3400 0.5242
0.1188 0.6563 -0.0416
-0.7761 0.2600 0.6732
-0.9215 -0.5494 -0.1798
-0.4607 0.0806 -0.5644
-0.8902 -0.0542 1.2146
-0.2330 -0.1123 -0.0037
1.3630 0.8935 -2.1728
-0.9891 -0.8237 0.9833
0.5680 0.1354 0.2517
-0.4105 0.2763 -1.3649
-1.0431 0.6578 -0.6747
0.5303 1.6374 0.2584
0.8845 -1.5065 -0.6882
-0.4171 -0.6158 0.5982
-1.2223 1.9910 0.1438
0.7729 1.7276 0.9794
1.3008 0.2355 -0.4458
0.5378 0.4324 0.8501
1.0246 -0.0474 0.0746
-0.1832 0.2469 0.5827
-0.6538 0.9524 -0.3770
-0.0460 0.3612 -0.4622
0.2976 -0.0436 -1.2401
0.4895 1.2162 0.9714
0.2356 -0.4870 1.0858
-0.7169 1.3634 -2.5467
2.1125 0.1185 0.4370
0.0616 0.6143 0.3092
1.0085 1.1489 -0.7682
-0.0992 0.8097 0.0275
-1.1427 -1.2625 0.8510
1.4195 0.8381 -0.9642
0.0680 1.3700 -0.4594
0.9952 -1.3859 0.4910
0.6233 -1.0151 1.8750
-0.3613 -1.0470 1.3609
-0.0002 -0.6696 -0.0705
1.0537 -1.0740 1.1237
-0.3127 1.3193 0.0643
0.0972 0.5100 -0.4041
0.1933 1.2689 0.8587
-0.9632 -0.3560 1.3485
0.2472 -1.1949 1.1276
-1.1043 -2.2794 0.3717
-1.6335 -1.3358 0.5185
-0.2784 0.0074 -0.6513
1.6629 1.9157 0.1171
-0.0897 1.6202 0.0166
0.4312 -0.1956 -0.0035
1.8899 1.7178 0.6851
-1.3212 -0.5036 -0.5817
0.1151 0.2337 -3.0356
1.5939 -1.1741 0.3123
0.7522 1.0785 0.5976
1.0945 -1.6821 0.2441
-2.0178 0.6133 -0.3977
0.2477 0.5423 0.1515
-0.5356 -0.0725 -0.7661
0.1871 -0.4276 -0.0984
-0.5758 1.1708 -0.9172
0.1100 -1.2818 -0.5046
0.8185 0.3626 0.1718
-0.2743 0.3293 0.5531
0.0773 0.4002 -0.3265
-0.4648 -0.1402 0.1758
-0.0222 0.0508 -0.1853
-0.7829 -0.0502 -0.5920
-1.0531 -0.6239 0.8803
0.1099 -0.2136 1.0279
-0.5038 -0.4290 0.2354
-0.0648 -0.6439 -0.3779
-0.6728 1.6403 1.1539
0.9362 0.8183 -0.1216
-0.8232 -0.9431 0.7857
-0.3478 -1.5633 -0.6504
0.2424 0.5070 -0.1159
0.3367 0.1789 -0.9883
-0.0919 -0.4072 0.4877
0.2792 0.2381 0.6432
0.1350 -0.0603 -0.2130
0.8716 -0.5201 0.6479
0.4447 -0.1122 -0.1884
-0.3022 -0.7310 -0.8848
-0.2731 0.6645 0.1690
-0.3292 0.1789 -0.3825
0.1951 0.5659 -0.1224
-1.1761 -0.0729 0.2605
-0.0991 1.1821 -0.7844
0.5113 -0.0092 -0.1558
0.4965 -0.0477 -0.6657
-0.2657 -0.1575 0.4087
-0.4404 -0.1294 -1.2525
0.4343 0.1552 -0.0646
-1.1181 -0.2469 0.1639
-0.4606 -0.6185 -0.8079
-0.2221 -0.2861 -0.1412
0.4865 -0.2107 -0.3967
0.7763 -1.2251 -0.4412
0.1976 -0.3482 0.1701
0.1840 -0.3521 0.4079
1.2448 -0.2956 0.1160
0.2070 0.1872 0.1012
0.3537 -0.1428 0.6109
0.1984 0.8146 -0.6201
-0.0322 0.4912 0.2287
-0.0361 -0.1892 -0.6239
-0.2988 -0.4237 -0.4832
1.0270 -0.0645 -0.3260
0.4379 0.1903 0.6196
-0.1220 -0.0145 -0.0742
-0.3927 0.7007 0.3131
0.3895 -0.2819 -0.6524
1.6632 1.0428 -0.0844
-0.8715 -0.0420 0.5690
-0.1339 0.3903 -0.3085
-0.7047 -0.4915 0.1810
0.5729 0.3362 0.0921
0.4974 -0.8409 -0.3857
-0.7787 -0.6540 -0.6742
-0.3020 -0.3492 -0.8280
0.2593 -0.2591 -0.2663
0.8792 -0.9732 0.6619
-0.3780 0.7191 0.1623
-0.2243 -0.2888 0.7057
-0.5469 0.1586 -0.1248
-0.3485 0.1937 -0.0381
-0.7807 0.0925 0.3945
0.0653 1.0467 -0.1035
-0.6560 -1.1441 0.5593
-0.0918 -0.7535 0.3009
0.2709 -0.3509 0.6473
0.9261 -1.0165 -0.0304
-0.1154 -1.2350 -0.3260
-1.5557 -0.2484 1.7268
-0.7312 0.1567 -0.2106
0.2647 0.8621 -0.0587
-1.4054 -0.8061 -0.9325
-0.2730 0.0903 -0.3148
-0.4777 -0.0601 -0.2389
-0.5472 0.3678 -0.4353
-0.2428 0.3470 -0.0882
-0.1264 0.3378 -0.5437
-0.2823 -0.3702 0.5489
0.7305 0.3376 -0.3242
-0.0656 -0.5241 0.2197
0.0147 -0.0407 0.0860
0.5836 -0.3780 -0.3705
-0.2818 0.5169 0.2390
-0.5845 0.3325 -0.0209
-0.2008 0.7005 -0.4414
0.0943 -0.2491 1.2294
-0.2749 -0.1311 -0.2782
-0.2673 -0.4941 0.0333
0.2098 0.4485 -0.8801
-0.5046 -0.3290 0.2025
0.2823 0.2394 -0.0331
-2.0979 -0.0279 -0.9652
-0.4298 -0.3953 -0.0258
0.2153 -0.7474 -0.6649
0.1387 -0.3315 0.2447
0.0352 -0.0999 -0.4804
0.2716 0.4581 -0.1508
0.4391 0.4221 -0.0092
-0.0984 0.3723 0.0130
-0.3242 -0.2565 0.0779
-0.1681 -0.0071 -0.7892
0.2848 -0.6633 0.5053
-0.6068 -0.8394 0.1458
0.6408 -0.3096 -0.2422